This record from the OMol25 dataset describes C6H10N2 in the gas phase in a non-equilibrium geometry. The level of theory is ωB97M-V with the def2-TZVPD basis set.

- Largest force on an atom: 0.0293 hartree/bohr
- Energy: -343.94823 hartree
- E_LUMO (spin up / spin down): -0.29 / -0.47 eV
- Kohn-Sham gap (spin up / spin down): 6.32 / 5.80 eV
- Energy above the lowest of the compared OMol25 structures with the same formula, charge and spin: 118.3 kcal per mole

Cartesian coordinates (Å):
C (1.683, -1.850, 1.377)
N (0.674, 1.373, 1.499)
C (0.398, 0.249, 0.685)
C (0.726, -1.008, 0.634)
H (-0.155, 1.790, 1.916)
H (1.339, 1.130, 2.221)
H (2.148, -1.369, 2.250)
H (2.488, -2.165, 0.705)
H (1.197, -2.773, 1.712)
C (-1.322, -0.342, -1.005)
C (-0.420, 1.863, -1.018)
C (-1.902, -0.346, -2.205)
N (-0.527, 0.689, -0.474)
H (-1.354, -1.203, -0.351)
H (0.202, 2.604, -0.544)
H (-0.833, 2.067, -1.992)
H (-1.763, 0.433, -2.940)
H (-2.580, -1.142, -2.470)

The net atomic charges from Mulliken, expressed in e, are: atom 1 (C): -1.150, atom 2 (N): -0.538, atom 3 (C): 0.541, atom 4 (C): -0.469, atom 5 (H): 0.212, atom 6 (H): 0.226, atom 7 (H): 0.322, atom 8 (H): 0.252, atom 9 (H): 0.253, atom 10 (C): 0.278, atom 11 (C): -0.408, atom 12 (C): -0.952, atom 13 (N): 0.111, atom 14 (H): 0.323, atom 15 (H): 0.355, atom 16 (H): 0.163, atom 17 (H): 0.238, atom 18 (H): 0.243